This record from the Open Molecules 2025 dataset describes a gas-phase ion, CIN4 (charge -1) at a distorted geometry. The level of theory is ωB97M-V/def2-TZVPD.

Element x y z (Å)
I 3.115 -0.035 -0.004
N 0.109 -1.179 0.026
N -1.028 -0.625 -0.019
N 0.265 1.108 0.014
N -0.965 0.677 -0.008
C 1.010 0.003 -0.006

As for the charge: -1. As for the LUMO energy: 0.111 hartree. The value obtained for the HOMO energy is -4.4 eV. For the orbital gap, the calculation gives 7.450 eV. The value obtained for the electronic energy is -554.839108 Ha. Its energy above the lowest of the compared OMol25 structures with the same formula, charge and spin is 0.431 eV.